The following is a DFT calculation (the ωB97M-V functional and the def2-TZVPD basis) of C44H48BrMnN5OP2 as an isolated structure.

Positions of all 102 atoms, in Å:
Mn: -0.349 -0.176 0.231
C: -1.211 4.025 4.043
C: -1.982 2.945 3.319
C: -3.297 2.621 3.609
C: -3.930 1.609 2.908
C: -3.212 0.925 1.951
Br: -4.164 -0.402 0.991
N: -1.938 1.179 1.654
C: -1.372 2.202 2.325
H: -1.874 4.663 4.627
H: -0.656 4.654 3.342
H: -0.484 3.578 4.728
H: -3.841 3.172 4.370
H: -4.965 1.356 3.088
H: -0.365 2.464 2.039
C: 3.552 0.564 -0.894
C: 3.198 -0.800 -1.489
P: 1.389 -1.133 -1.613
C: 1.005 -0.344 -3.222
C: 0.218 0.810 -3.265
C: 0.007 1.493 -4.460
C: 0.577 1.021 -5.632
C: 1.372 -0.120 -5.606
C: 1.592 -0.791 -4.411
C: 1.356 -2.935 -1.892
C: 0.694 -3.532 -2.962
C: 0.659 -4.918 -3.088
C: 1.281 -5.722 -2.144
C: 1.946 -5.139 -1.071
C: 1.980 -3.755 -0.947
C: 3.413 0.637 0.638
P: 1.749 1.061 1.313
C: 1.711 2.871 1.084
C: 1.160 3.352 -0.108
C: 1.129 4.714 -0.380
C: 1.637 5.611 0.551
C: 2.176 5.144 1.745
C: 2.216 3.779 2.013
C: 1.958 0.718 3.100
C: 0.903 0.163 3.833
C: 1.048 -0.146 5.180
C: 2.260 0.088 5.817
C: 3.322 0.630 5.103
C: 3.175 0.941 3.757
H: 2.977 1.358 -1.381
H: 4.593 0.768 -1.137
H: 3.667 -1.595 -0.909
H: 3.573 -0.885 -2.505
H: -0.239 1.181 -2.369
H: -0.599 2.395 -4.475
H: 0.411 1.546 -6.567
H: 1.830 -0.482 -6.520
H: 2.228 -1.670 -4.408
H: 0.210 -2.918 -3.710
H: 0.153 -5.370 -3.936
H: 1.263 -6.801 -2.251
H: 2.451 -5.760 -0.339
H: 2.526 -3.318 -0.116
H: 4.068 1.413 1.025
H: 3.726 -0.305 1.095
H: 0.756 2.657 -0.835
H: 0.711 5.077 -1.313
H: 1.611 6.676 0.347
H: 2.570 5.846 2.473
H: 2.629 3.434 2.954
H: -0.041 -0.036 3.352
H: 0.217 -0.579 5.731
H: 2.382 -0.163 6.866
H: 4.274 0.807 5.594
H: 4.026 1.350 3.225
N: 3.084 -3.761 4.074
C: 2.088 -3.684 3.496
C: 0.842 -3.528 2.772
C: -0.210 -4.427 2.866
C: -1.358 -4.175 2.135
C: -1.428 -3.032 1.362
N: -0.418 -2.156 1.274
C: 0.696 -2.422 1.958
H: -0.122 -5.308 3.490
H: -2.199 -4.855 2.164
H: -2.310 -2.808 0.786
H: 1.515 -1.727 1.862
C: -2.573 -2.539 -2.417
N: -2.975 -1.193 -2.814
C: -3.492 -1.077 -4.183
C: -2.721 -0.133 -2.025
O: -1.825 -0.181 -1.137
N: -3.436 0.999 -2.194
C: -2.943 2.275 -1.675
C: -4.849 1.005 -2.591
H: -3.451 -3.155 -2.206
H: -1.935 -2.511 -1.546
H: -2.022 -3.006 -3.230
H: -2.852 -1.666 -4.838
H: -3.458 -0.048 -4.521
H: -4.510 -1.455 -4.275
H: -2.097 2.124 -1.027
H: -2.661 2.942 -2.491
H: -3.733 2.754 -1.101
H: -5.008 1.572 -3.510
H: -5.427 1.472 -1.795
H: -5.226 -0.002 -2.726

Forces on the atoms, in the same order (eV/Å):
Mn -0.217 -0.094 0.153
C -0.065 -0.108 -0.076
C 0.181 0.212 0.126
C -0.221 0.091 0.165
C -0.140 0.151 0.173
C 0.222 -0.003 -0.161
Br 0.080 -0.189 0.032
N 0.041 0.072 0.051
C -0.027 -0.238 -0.176
H 0.021 -0.052 -0.053
H -0.062 -0.071 0.028
H -0.083 0.023 -0.063
H 0.033 -0.070 -0.053
H 0.044 0.015 0.031
H 0.070 -0.087 -0.001
C -0.144 -0.023 0.134
C -0.116 0.086 0.224
P -0.159 0.166 -0.325
C 0.059 0.118 -0.092
C 0.204 -0.197 -0.392
C 0.000 -0.050 0.106
C -0.006 0.007 -0.076
C 0.019 -0.028 0.021
C 0.000 0.005 0.008
C -0.033 -0.043 0.025
C -0.047 -0.092 0.021
C -0.031 0.064 -0.026
C 0.032 -0.033 0.019
C -0.012 0.079 0.014
C 0.041 -0.094 0.011
C -0.151 -0.080 -0.256
P 0.004 -0.030 0.231
C -0.042 0.054 -0.124
C 0.096 0.137 0.120
C -0.005 -0.111 -0.002
C 0.017 0.051 0.051
C 0.009 -0.038 0.030
C -0.015 0.098 -0.022
C 0.054 0.048 0.063
C 0.170 0.129 0.081
C -0.003 0.010 -0.053
C 0.015 -0.023 0.025
C 0.027 0.020 -0.058
C -0.007 -0.030 0.039
H -0.007 0.022 0.022
H 0.094 0.038 -0.016
H -0.006 -0.024 0.033
H 0.155 -0.002 -0.115
H -0.157 0.143 0.359
H 0.077 -0.126 0.025
H 0.032 -0.054 0.091
H -0.042 0.025 0.091
H -0.025 0.038 -0.006
H 0.033 -0.009 -0.006
H 0.055 0.062 0.093
H -0.001 0.106 0.016
H -0.044 0.066 -0.070
H -0.060 -0.040 -0.025
H 0.155 0.054 0.032
H 0.024 -0.057 0.011
H -0.048 -0.077 -0.105
H 0.036 -0.054 0.096
H 0.011 -0.119 0.032
H -0.044 -0.086 -0.084
H -0.009 -0.004 -0.037
H -0.209 -0.005 -0.114
H 0.102 0.064 -0.087
H -0.017 0.038 -0.129
H -0.127 -0.026 -0.069
H -0.043 -0.003 0.008
N -0.637 0.053 -0.418
C 0.221 -0.036 0.214
C 0.425 -0.087 0.225
C -0.025 -0.246 0.106
C -0.080 -0.114 0.011
C 0.134 0.053 -0.027
N 0.053 0.139 0.081
C -0.022 0.076 -0.129
H -0.028 0.062 -0.031
H 0.069 0.048 0.015
H -0.172 0.099 -0.053
H 0.100 0.119 -0.009
C -0.174 0.097 -0.170
N -0.076 -0.170 -0.157
C 0.056 -0.034 0.245
C -0.035 0.220 0.020
O 0.242 -0.253 -0.035
N -0.176 0.241 -0.067
C -0.293 -0.185 -0.204
C 0.224 0.054 -0.067
H -0.011 0.042 -0.009
H 0.109 0.075 0.144
H 0.028 -0.030 -0.021
H 0.064 -0.042 -0.012
H 0.005 0.099 0.047
H -0.050 -0.021 0.035
H 0.250 -0.079 0.179
H -0.036 0.001 -0.062
H -0.043 0.045 0.077
H 0.031 -0.022 -0.001
H -0.002 0.037 0.042
H 0.058 -0.064 0.012

Summary:
Multiplicity = 6
Net charge = +2
ΔE to the lowest compared entry with this formula, charge and spin = 0.0 kcal/mol
Expectation value of S² = 8.754
E_tot = -6461.8471 Eh
Frontier orbital gap (alpha / beta) = 8.108 / 8.457 eV
LUMO level (alpha / beta) = -0.1827 / -0.1892 hartree



The following is a DFT calculation (the ωB97M-V functional and the def2-TZVPD basis) of C44H48ClFIN5O5PPb as an isolated structure in a non-equilibrium geometry.

Positions of all 107 atoms, in Å:
Pb: 1.703 -0.988 3.142
C: 3.311 2.179 3.542
C: 3.734 3.283 2.573
C: 4.597 4.327 2.905
C: 4.990 5.165 1.836
C: 4.534 5.065 0.527
C: 3.641 4.082 0.240
C: 3.191 3.243 1.258
P: 1.855 2.011 0.854
C: 1.643 2.047 -0.907
C: 0.736 2.903 -1.524
C: 0.549 2.884 -2.930
C: 1.392 2.032 -3.703
C: 2.296 1.158 -3.087
C: 2.337 1.122 -1.709
C: 3.231 0.122 -1.015
C: 0.282 2.740 1.485
C: 0.320 3.729 2.399
C: -0.839 4.398 2.810
C: -2.153 4.074 2.285
C: -2.296 3.095 1.293
C: -1.014 2.286 0.963
C: -1.182 1.102 0.321
H: 3.304 1.220 3.039
H: 2.312 2.291 3.956
H: 4.083 2.110 4.326
H: 5.138 4.217 3.832
H: 5.828 5.911 2.044
H: 5.024 5.616 -0.312
H: 3.381 3.955 -0.784
H: 0.188 3.603 -0.949
H: -0.080 3.597 -3.387
H: 1.323 2.021 -4.763
H: 2.884 0.515 -3.716
H: 3.873 0.576 -0.218
H: 3.957 -0.214 -1.698
H: 2.610 -0.648 -0.547
H: 1.236 4.110 2.790
H: -0.779 5.270 3.464
H: -2.996 4.632 2.563
H: -3.225 2.849 0.769
H: -0.236 0.544 0.218
H: -2.144 0.709 -0.102
C: -7.887 -1.799 0.122
C: -6.667 -1.410 -0.643
C: -7.067 -0.929 -2.030
C: -5.793 -0.329 0.102
C: -5.804 -2.771 -0.818
O: -6.802 -3.727 -1.224
C: -4.689 -2.764 -1.876
C: -3.689 -1.564 -1.852
C: -2.449 -1.723 -2.651
C: -1.158 -1.620 -2.078
C: -0.014 -1.682 -2.857
C: -0.119 -2.033 -4.215
Cl: 1.308 -2.409 -5.118
C: -1.365 -2.082 -4.798
C: -2.541 -1.868 -4.067
C: -5.296 -3.306 0.568
N: -3.888 -3.064 0.856
C: -3.341 -2.161 1.693
N: -2.035 -2.300 1.614
C: -1.882 -3.300 0.732
N: -3.008 -3.770 0.250
H: -8.491 -0.949 0.451
H: -7.665 -2.203 1.104
H: -8.553 -2.440 -0.423
H: -7.942 -0.294 -2.048
H: -7.372 -1.876 -2.501
H: -6.245 -0.460 -2.611
H: -6.358 0.535 0.296
H: -4.894 -0.056 -0.500
H: -5.541 -0.758 1.099
H: -6.494 -4.323 -1.925
H: -5.214 -2.702 -2.880
H: -4.188 -3.731 -1.802
H: -3.385 -1.467 -0.795
H: -4.182 -0.629 -2.135
H: -1.140 -1.590 -0.953
H: 0.949 -1.586 -2.348
H: -1.432 -2.266 -5.855
H: -3.550 -1.828 -4.437
H: -5.450 -4.378 0.717
H: -5.876 -2.792 1.355
H: -3.871 -1.523 2.313
H: -0.951 -3.782 0.443
I: 3.173 -4.030 1.118
C: 1.528 -2.965 1.928
H: 0.869 -3.732 2.492
H: 1.021 -2.798 0.973
F: 6.435 2.159 -0.003
C: 6.484 0.835 0.189
C: 6.329 0.370 1.416
N: 6.327 -0.978 1.668
C: 5.846 -1.424 2.941
C: 4.350 -1.415 2.990
O: 3.706 -1.857 4.004
O: 3.731 -0.807 2.039
C: 6.743 -1.915 0.736
O: 6.836 -3.112 0.988
N: 7.036 -1.428 -0.543
C: 6.704 -0.112 -0.944
O: 6.642 0.230 -2.070
H: 6.142 1.023 2.258
H: 6.191 -0.804 3.767
H: 6.241 -2.429 3.062
H: 7.155 -2.045 -1.359

Forces on the atoms, in the same order (eV/Å):
Pb -0.140 -1.028 -0.447
C 1.153 0.566 0.017
C -1.459 -0.376 -0.546
C 0.171 -0.993 -1.986
C 1.958 1.489 1.295
C 1.581 0.619 0.088
C -0.559 -0.550 0.359
C -0.641 -0.449 0.149
P 0.025 0.031 1.212
C -0.679 -0.177 -1.503
C 0.253 -0.229 -1.945
C 2.299 -1.370 1.011
C -0.710 0.422 1.512
C -1.454 1.001 -0.306
C 1.252 -0.155 1.273
C -0.145 1.216 1.118
C 0.281 -1.475 -2.115
C -1.185 1.832 1.686
C -1.244 -0.643 -0.930
C 1.485 -1.620 -1.719
C 3.095 -0.048 1.196
C -2.681 1.195 0.592
C 0.599 -0.018 -0.193
H 0.225 -0.040 -0.270
H 0.030 0.307 0.295
H -0.584 0.045 0.078
H -0.017 0.722 0.221
H -1.327 -0.989 -0.252
H -0.607 -0.228 1.048
H -0.595 -0.292 -0.556
H -0.470 0.664 0.416
H -0.736 0.496 -0.479
H -0.110 0.157 -0.751
H 0.268 -0.299 0.101
H -0.813 -0.194 -0.326
H 0.600 -1.127 -0.978
H 0.428 -0.275 -0.130
H 0.651 0.064 0.036
H 0.135 -0.347 -0.037
H -0.943 0.808 0.516
H 0.356 0.060 0.428
H -0.930 -0.370 -0.187
H 1.101 0.468 0.560
C -0.917 1.035 1.465
C 2.182 0.234 -0.204
C 0.322 -0.962 -0.579
C 0.353 -2.069 -0.151
C -0.540 -0.185 0.125
O 0.179 -0.239 -0.276
C -0.754 0.962 -1.525
C -0.138 -0.765 1.512
C 1.130 0.046 -1.799
C -1.374 -0.170 0.647
C 0.311 -0.696 0.231
C 0.011 0.584 1.305
Cl -0.045 0.184 -0.041
C -1.100 0.129 -0.469
C 1.165 0.020 2.249
C -0.452 0.808 0.626
N -3.261 1.446 1.058
C 0.953 -1.581 -1.386
N 0.789 0.567 0.578
C 1.135 -0.875 -0.489
N 1.765 -1.269 -0.643
H 0.068 0.485 -0.536
H 0.151 -0.673 -0.002
H -0.075 -0.459 -0.183
H -0.075 0.362 0.247
H -0.010 0.525 -0.501
H -0.519 -0.271 0.373
H -0.914 1.235 0.107
H -0.817 -0.211 0.876
H 0.222 0.548 -0.653
H 0.202 0.347 0.350
H 0.489 -0.313 1.007
H 0.225 0.248 -0.192
H 0.009 0.325 -0.402
H -0.044 -0.268 -0.092
H 0.399 0.290 -1.316
H -0.175 -0.149 -0.458
H 0.003 -0.115 -0.296
H 0.010 -0.205 -0.813
H -0.143 0.182 -0.510
H 0.404 -0.417 -0.247
H -0.894 1.030 0.912
H -0.085 0.467 0.172
I 0.476 -0.089 0.278
C -1.483 -1.038 0.386
H 1.106 1.236 -0.821
H -0.416 0.402 0.379
F 0.046 -0.104 -0.623
C 0.298 -0.540 0.074
C -0.316 0.068 0.005
N 0.758 0.173 -0.102
C 0.226 -0.988 0.045
C -1.679 0.411 0.226
O 0.907 0.582 -1.099
O 0.517 -0.324 0.961
C 0.173 -2.092 -0.441
O -0.144 1.384 -0.083
N -0.815 1.451 -0.092
C 0.320 0.227 2.432
O -0.041 0.333 -2.486
H -0.012 -0.002 -0.039
H 0.228 0.084 -0.050
H -0.184 -0.175 0.354
H -0.031 -0.038 1.071

Summary:
Net charge = +1
ΔE to the lowest compared entry with this formula, charge and spin = 0.0 kcal/mol
E_tot = -3747.0879 Eh
Frontier orbital gap = 4.480 eV
LUMO level = -0.2110 hartree